{"formula": "C5H7NO", "method": "ωB97M-V/def2-TZVPD", "lumo_energy_ev": 0.41, "gap_ev": 9.95, "homo_ha": -0.351, "smiles": "[H]/N=C/C=C\\CC=O", "spin_multiplicity": 1, "charge": 0, "elements": ["H", "N", "C", "C", "C", "C", "C", "O", "H", "H", "H", "H", "H", "H"], "coordinates": [[-1.17, 2.01, -1.04], [-0.69, 1.11, -1.07], [-1.42, 0.15, -0.65], [-0.82, -1.18, -0.42], [0.46, -1.32, -0.05], [1.37, -0.16, 0.25], [0.63, 0.97, 0.96], [1.02, 2.10, 1.08], [-2.47, 0.27, -0.39], [-1.47, -2.05, -0.50], [0.86, -2.32, 0.11], [2.17, -0.47, 0.93], [1.84, 0.24, -0.65], [-0.31, 0.62, 1.44]], "lowdin_charge": [0.078, 0.107, -0.242, -0.095, -0.088, -0.154, -0.331, 0.044, 0.114, 0.098, 0.105, 0.120, 0.125, 0.120]}